A.
Formula: C20H60O10
Source: the Open Molecules 2025 dataset
Level of theory: the ωB97M-V functional and the def2-TZVPD basis

As for the frontier orbital gap: 8.65 eV. The LUMO energy comes out at 0.201 eV.

The geometry in ORCA input format:
```
! RIJCOSX wB97M-V def2-TZVPD def2/J DEFGRID3
* xyz 0 1
C -0.330 2.589 -2.873
C -1.409 1.488 -2.784
O -2.115 1.454 -1.560
H -0.714 3.601 -2.744
H 0.005 2.638 -3.909
H 0.465 2.511 -2.132
H -0.863 0.566 -2.977
H -1.967 1.611 -3.712
H -2.328 2.347 -1.279
C 3.459 0.516 -2.736
C 3.114 1.850 -3.337
O 2.374 1.648 -4.465
H 4.234 -0.002 -3.301
H 2.540 -0.070 -2.742
H 3.857 0.776 -1.755
H 4.061 2.386 -3.406
H 2.443 2.405 -2.680
H 2.712 0.862 -4.900
C -1.582 0.428 3.382
C -0.464 -0.144 2.502
O -0.942 -1.148 1.579
H -2.448 0.679 2.769
H -1.141 1.339 3.785
H -1.802 -0.352 4.111
H 0.215 -0.646 3.191
H 0.149 0.630 2.041
H -1.118 -0.648 0.779
C -3.480 0.097 0.518
C -4.706 0.967 0.652
O -5.861 0.056 0.715
H -3.536 -0.424 -0.437
H -3.359 -0.535 1.398
H -2.594 0.732 0.534
H -4.799 1.487 -0.301
H -4.736 1.733 1.427
H -5.618 -0.682 0.152
C -1.668 2.374 1.094
C -0.752 3.488 1.777
O -1.496 4.567 2.336
H -2.609 2.202 1.618
H -1.047 1.492 1.252
H -1.849 2.439 0.021
H 0.002 3.917 1.116
H -0.123 3.097 2.577
H -0.838 5.180 2.671
C -2.130 -1.510 -1.357
C -2.459 -2.861 -1.929
O -3.818 -2.871 -2.199
H -2.568 -1.421 -0.363
H -2.623 -0.726 -1.932
H -1.066 -1.275 -1.375
H -2.116 -3.622 -1.228
H -1.870 -3.207 -2.779
H -4.041 -3.486 -2.901
C 1.234 0.030 -0.152
C 0.036 0.378 -0.911
O -1.034 0.433 -0.068
H 1.318 0.767 0.646
H 2.175 0.074 -0.700
H 1.094 -0.967 0.267
H -0.174 -0.213 -1.803
H 0.282 1.366 -1.300
H -1.708 0.852 -0.607
C 4.158 -2.888 -1.914
C 3.202 -2.448 -0.752
O 3.790 -2.315 0.573
H 4.644 -3.826 -1.647
H 5.040 -2.263 -2.052
H 3.622 -2.897 -2.863
H 2.494 -3.191 -0.385
H 2.744 -1.518 -1.089
H 3.330 -1.612 1.039
C -0.490 -3.470 0.622
C 0.861 -2.989 1.060
O 0.471 -2.709 2.377
H -0.836 -4.433 0.997
H -0.299 -3.443 -0.451
H -1.305 -2.747 0.653
H 1.136 -2.133 0.443
H 1.550 -3.832 1.005
H -0.186 -2.010 2.390
C 3.150 0.220 3.847
C 2.120 0.990 2.937
O 2.235 2.292 3.454
H 2.872 0.222 4.901
H 4.212 0.432 3.718
H 3.093 -0.830 3.561
H 1.089 0.679 3.102
H 2.290 0.912 1.863
H 3.148 2.563 3.332
*
```


B.
Formula: C20H60O10
Source: the Open Molecules 2025 dataset
Level of theory: the ωB97M-V functional and the def2-TZVPD basis

Its SMILES is CCO.CCO.CCO.CCO.CCO.CCO.CCO.CCO.CCO.CCO. As for the frontier orbital gap: 10.30 eV. The LUMO energy comes out at 0.433 eV.

The geometry in ORCA input format:
```
! RIJCOSX wB97M-V def2-TZVPD def2/J DEFGRID3
* xyz 0 1
C 5.420 15.601 23.591
C 5.117 15.893 25.041
O 6.259 16.523 25.625
H 6.277 14.934 23.509
H 5.652 16.529 23.064
H 4.547 15.148 23.121
H 4.910 14.952 25.568
H 4.216 16.513 25.126
H 6.151 16.518 26.580
C 3.419 8.936 16.124
C 2.798 7.564 16.226
O 3.509 6.780 17.190
H 3.167 9.389 15.169
H 4.502 8.846 16.231
H 3.098 9.577 16.947
H 2.778 7.041 15.262
H 1.730 7.645 16.483
H 3.320 5.855 17.005
C -0.032 11.350 24.613
C -0.309 10.594 25.888
O -1.402 11.251 26.555
H 0.372 12.340 24.820
H -0.918 11.332 23.987
H 0.795 10.861 24.084
H 0.563 10.579 26.547
H -0.599 9.565 25.642
H -1.516 10.833 27.414
C -0.283 13.843 20.179
C -0.738 13.843 21.605
O -2.150 14.095 21.664
H -0.874 13.180 19.546
H 0.764 13.539 20.134
H -0.362 14.837 19.731
H -0.201 14.585 22.214
H -0.476 12.900 22.103
H -2.375 14.276 22.581
C 3.206 16.153 20.561
C 3.170 17.328 19.590
O 4.416 18.043 19.587
H 3.186 16.518 21.592
H 4.120 15.577 20.422
H 2.348 15.490 20.434
H 2.380 18.030 19.868
H 3.019 16.972 18.575
H 4.534 18.416 20.466
C 6.926 10.804 22.777
C 7.795 11.048 21.571
O 8.897 11.864 21.996
H 5.933 10.422 22.545
H 6.785 11.735 23.332
H 7.414 10.134 23.489
H 7.245 11.638 20.830
H 8.130 10.099 21.146
H 9.499 11.956 21.252
C 4.325 11.681 20.108
C 3.492 12.528 21.054
O 2.325 11.853 21.478
H 5.208 12.239 19.783
H 3.790 11.288 19.242
H 4.712 10.810 20.649
H 3.251 13.497 20.621
H 4.139 12.758 21.918
H 2.613 11.027 21.914
C 5.363 12.203 15.918
C 6.098 12.102 14.619
O 7.369 12.730 14.804
H 5.202 13.248 16.195
H 5.916 11.751 16.746
H 4.396 11.695 15.952
H 5.545 12.630 13.834
H 6.232 11.059 14.313
H 8.000 12.402 14.158
C 2.968 8.126 20.549
C 3.545 8.255 21.946
O 2.926 9.379 22.634
H 3.357 8.888 19.880
H 1.882 8.246 20.618
H 3.125 7.135 20.122
H 4.619 8.428 21.906
H 3.363 7.363 22.547
H 2.088 9.058 22.981
C 7.165 8.967 17.441
C 6.411 8.715 18.724
O 5.885 7.371 18.721
H 6.509 9.041 16.572
H 7.881 8.166 17.260
H 7.737 9.902 17.474
H 5.575 9.399 18.905
H 7.066 8.764 19.594
H 5.074 7.376 18.190
*
```


Among the structures above, stability is smallest for A.